C22H23BrF32NO4P | ωB97M-V/def2-TZVPD

Summary:
HOMO level, eV: -9.378
E_LUMO, eV: 0.2
2S+1: 1
HOMO-LUMO gap, eV: 9.6

Structure (XYZ):
```
84
C22H23BrF32NO4P | OMol25 | ωB97M-V/def2-TZVPD
F -4.15858 2.93038 -3.31476
C -4.71626 4.13297 -3.05368
F -4.95236 4.74984 -4.23066
C -3.75973 5.00403 -2.22548
F -2.64781 5.26042 -2.93820
F -4.43246 6.18246 -2.04791
C -3.39929 4.52473 -0.81207
O -2.16372 3.84716 -0.67767
C -2.07317 2.49297 -0.80617
F -3.27530 1.92135 -1.01383
F -1.59608 1.98490 0.35995
C -1.05511 2.11292 -1.88891
F -1.42894 2.62157 -3.07825
F -1.02493 0.75954 -2.00314
H -5.66432 3.98800 -2.52961
H -3.27877 5.43841 -0.23322
H -4.22444 3.95995 -0.37809
H -0.05955 2.47157 -1.62153
F -5.24688 -3.47570 -3.92141
C -3.90212 -3.37715 -3.94748
F -3.38451 -4.62215 -3.85893
C -3.39667 -2.55010 -2.75906
F -3.68664 -3.18535 -1.60367
F -2.03541 -2.54033 -2.89981
C -3.81346 -1.07864 -2.67924
O -4.89305 -0.78068 -1.81217
C -6.18441 -0.76366 -2.24454
F -6.29623 -0.97392 -3.56687
F -6.68928 0.47641 -1.99300
C -7.06195 -1.74159 -1.44610
F -6.61235 -3.00242 -1.59643
F -8.32589 -1.67626 -1.91847
H -3.58650 -2.92558 -4.89143
H -2.95865 -0.57377 -2.23569
H -3.95640 -0.64590 -3.66955
H -7.04957 -1.47023 -0.38877
F -0.57219 -2.49951 3.51558
C -1.91188 -2.65844 3.47666
F -2.32204 -3.08892 4.68845
C -2.29461 -3.70752 2.42440
F -1.78877 -4.90511 2.77457
F -3.65880 -3.78522 2.48996
C -1.97177 -3.39519 0.95731
O -0.78990 -3.98586 0.44672
C 0.41096 -3.35370 0.47522
F 0.34786 -2.12340 1.01199
F 0.83222 -3.20190 -0.81375
C 1.48961 -4.20170 1.16800
F 1.16267 -4.41794 2.45183
F 2.65890 -3.50787 1.13314
H -2.38750 -1.69865 3.25917
H -2.77707 -3.85915 0.39070
H -2.00643 -2.32178 0.76940
H 1.61759 -5.15206 0.64787
F 6.66253 0.17572 3.34206
C 6.40633 0.66033 2.10958
F 7.44880 0.33591 1.31019
C 6.27613 2.18761 2.15878
F 7.44547 2.73045 2.54843
F 6.04513 2.56831 0.86569
C 5.11128 2.76859 2.97220
O 5.42438 3.21621 4.27607
C 5.31454 2.41264 5.37212
F 4.83801 1.19063 5.07286
F 4.43008 2.99015 6.22520
C 6.64654 2.31992 6.13486
F 7.59808 1.78844 5.34366
F 6.47757 1.51344 7.20562
H 5.49808 0.19889 1.71193
H 4.82541 3.66980 2.43261
H 4.25885 2.08897 2.96318
H 6.95545 3.31273 6.46676
C 5.48382 0.31102 -1.51864
C 4.58200 -0.91770 -1.70520
N 3.34586 -0.84512 -0.91194
P 1.86578 -0.31424 -1.53972
Br 2.39651 1.69005 -2.38674
H 6.39880 0.03334 -0.99993
H 4.95721 1.06184 -0.93492
H 5.74430 0.76531 -2.47306
H 5.11668 -1.80943 -1.37784
H 4.34695 -1.07312 -2.76304
H 3.17006 -1.71208 -0.41551
H 1.88127 -0.93082 -2.82662
```

***

C22H23ClF7N2O9S | ωB97M-V/def2-TZVPD

Summary:
HOMO level, eV: -5.502
E_LUMO, eV: 2.0
2S+1: 1
Net charge: -1
HOMO-LUMO gap, eV: 7.5

Structure (XYZ):
```
65
C22H23ClF7N2O9S | OMol25 | ωB97M-V/def2-TZVPD
C 1.66952 -4.01982 0.55824
C 0.88786 -2.73343 0.23951
O 0.02450 -2.88727 -0.86587
C 0.64115 -2.67065 -2.11550
C 1.01729 -1.24247 -2.40527
O -0.11412 -0.38108 -2.60727
C -0.32154 0.51156 -1.60627
C -1.40672 0.42234 -0.74203
S -2.58487 -0.87494 -0.94780
O -2.61903 -1.70802 0.22583
O -2.43171 -1.61158 -2.16320
C -4.33421 -0.20104 -1.07430
F -4.93081 -0.12506 0.12045
F -4.99947 -1.15019 -1.75489
C -4.53118 1.11204 -1.86583
F -4.30108 0.86142 -3.16364
F -3.69461 2.08799 -1.48545
C -5.96891 1.70061 -1.75209
F -6.09286 2.67836 -2.65632
F -6.12881 2.25222 -0.55359
F -6.90804 0.80342 -2.00083
C -1.52549 1.40118 0.30675
C -2.60407 1.39577 1.37398
C -2.32623 0.27673 2.41864
C -3.54434 -0.41943 3.00593
Cl -4.92875 0.68632 3.26647
C -0.59366 2.39941 0.40451
C 0.49862 2.51747 -0.47717
N 1.38879 3.54184 -0.27930
C 2.34746 3.55333 -1.17073
C 3.40167 4.63608 -1.07703
O 3.18828 5.58763 -1.84912
O 4.34189 4.44923 -0.28183
C 2.48975 2.59787 -2.22001
N 1.66708 1.60579 -2.38020
C 0.62285 1.56848 -1.48619
H 2.62753 -3.99133 0.04643
H 1.78971 -4.11425 1.63322
H 1.05884 -4.85528 0.22224
H 1.55515 -1.87788 0.16545
H 0.23839 -2.53555 1.09263
H -0.02692 -3.03769 -2.89073
H 1.55414 -3.27884 -2.17703
H 1.69287 -0.82612 -1.66363
H 1.57622 -1.23998 -3.34164
H -3.60933 1.37791 0.97494
H -2.51845 2.33307 1.91120
H -1.61752 -0.43772 2.01877
H -1.81076 0.75418 3.25321
H -3.28765 -0.79908 3.99027
H -3.84222 -1.27944 2.41956
H -0.67507 3.11706 1.20566
H 3.32626 2.69668 -2.89730
C 3.89755 1.23501 1.24248
O 4.91897 0.38632 1.79373
C 4.56621 -0.88090 1.92785
O 3.50100 -1.36335 1.63531
O 5.59789 -1.55523 2.44809
C 5.34314 -2.94451 2.64250
H 4.30692 2.24088 1.17911
H 3.62574 0.90292 0.24123
H 3.02232 1.24741 1.89003
H 5.12474 -3.43362 1.69443
H 4.51881 -3.09219 3.33851
H 6.24929 -3.37065 3.06488
```

***

C22H23F4N5OPtS2 | ωB97M-V/def2-TZVPD

Summary:
HOMO level (alpha / beta), eV: -10.606 / -13.777
E_LUMO (alpha / beta), eV: -5.9 / -8.7
2S+1: 5
<S²>: 6.0279
Net charge: +2
HOMO-LUMO gap (alpha / beta), eV: 4.7 / 5.1

Structure (XYZ):
```
58
C22H23F4N5OPtS2 | OMol25 | ωB97M-V/def2-TZVPD
Pt 1.08802 0.40372 0.37502
C 1.96099 2.27631 2.72869
N 2.56517 1.38007 1.71582
C 3.62497 2.21794 1.05858
C 3.17575 0.20339 2.41762
C 2.04938 -0.78573 2.89955
N 0.82253 -0.58164 2.13615
C -0.36191 -0.82275 2.67772
C -1.31427 0.23640 2.81193
F -0.85707 1.50525 2.82401
C -2.61699 0.03511 3.22628
F -3.57838 0.99662 3.03631
C -2.98481 -1.17810 3.79893
C -2.07317 -2.24943 3.70587
F -2.48420 -3.41316 4.29052
C -0.81583 -2.09034 3.10381
F -0.08613 -3.23619 2.92343
H 2.73855 2.73532 3.37847
H 1.27454 1.68588 3.36600
H 1.39957 3.12518 2.31923
H 4.43284 2.38779 1.76681
H 3.12019 3.16193 0.83113
H 4.00972 1.69114 0.15108
H 3.74325 0.55746 3.27462
H 3.88794 -0.29154 1.73955
H 1.88925 -0.61263 4.00928
H 2.43007 -1.77560 2.74315
H -3.96556 -1.39327 4.20242
N 1.77436 -0.45878 -2.35693
C 0.91626 -1.41370 -1.79696
C 0.62402 -2.62417 -2.43289
C -0.38885 -3.46082 -1.96285
C -1.06276 -3.08157 -0.80446
C -0.73428 -1.96975 -0.09798
N 0.24670 -1.16299 -0.60631
C 1.52276 0.95443 -2.38665
C 1.77916 1.66989 -3.55845
C 1.48814 3.05242 -3.56727
C 0.84651 3.62232 -2.45139
C 0.73009 2.81418 -1.28821
N 1.16832 1.53849 -1.21754
H 2.07177 -0.74188 -3.31649
H 1.22245 -2.89029 -3.30528
H -0.64699 -4.34984 -2.54672
H -1.86432 -3.80493 -0.46470
H -1.23597 -1.61444 0.81829
H 2.28450 1.24126 -4.38007
H 1.77770 3.66939 -4.40969
H 0.30883 4.52877 -2.52336
H 0.20728 3.15187 -0.39458
C -5.26323 -1.40414 -3.55947
O -4.92957 -0.09971 -3.04579
C -3.66857 0.41645 -3.46322
S -3.31745 0.19212 -5.09663
S -2.80461 1.24960 -2.31517
H -6.19559 -1.66845 -3.12525
H -4.56007 -2.14464 -3.21047
H -5.37097 -1.38021 -4.64550
```

***

C22H23FeI2N4P | ωB97M-V/def2-TZVPD

Summary:
HOMO level (alpha / beta), eV: -17.517 / -17.583
E_LUMO (alpha / beta), eV: -9.0 / -12.4
2S+1: 6
<S²>: 8.7763
Net charge: +3
HOMO-LUMO gap (alpha / beta), eV: 8.5 / 5.2

Structure (XYZ):
```
53
C22H23FeI2N4P | OMol25 | ωB97M-V/def2-TZVPD
Fe 0.08824 0.25395 -0.22421
N 0.12115 -1.97615 2.20254
P 0.27711 -0.33347 2.44638
C 0.15518 -0.06248 4.19441
C -1.01451 0.48772 4.73120
C -1.11647 0.64216 6.10124
C -0.06015 0.25796 6.92149
C 1.10295 -0.28910 6.38038
C 1.23290 -0.43213 5.01368
C 1.95968 0.05955 1.98647
C 2.38327 1.39139 2.21922
C 3.71681 1.71012 2.08118
C 4.62375 0.72565 1.67074
C 4.19888 -0.58078 1.40095
C 2.86795 -0.91652 1.52920
C -0.44631 -2.55122 1.06061
C -0.76080 -3.90082 1.05955
C -1.40556 -4.43546 -0.03740
C -1.74746 -3.60238 -1.09622
C -1.36986 -2.28616 -1.03569
N -0.69225 -1.74773 0.00851
H 0.13578 -2.56594 3.02672
H -1.83841 0.78071 4.09139
H -2.02042 1.05274 6.53005
H -0.14018 0.38922 7.99261
H 1.91132 -0.60084 7.02815
H 2.15114 -0.82798 4.59631
H 1.67702 2.13780 2.56874
H 4.06459 2.71005 2.30603
H 5.67130 0.97913 1.56113
H 4.91901 -1.33721 1.11661
H 2.54462 -1.93166 1.33884
H -0.51181 -4.51452 1.91600
H -1.65821 -5.48771 -0.06051
H -2.29892 -3.96655 -1.95097
H -1.61876 -1.61670 -1.84089
I -0.04156 0.10887 -3.32502
C 2.01183 0.61355 -3.25548
I 2.46738 1.36971 -1.31926
H 2.22513 1.38085 -3.99006
H 2.59932 -0.28225 -3.40796
C -2.05407 5.23442 0.62836
N -1.99270 3.80716 0.27079
C -3.03870 3.04559 -0.19530
C -2.55013 1.80209 -0.41214
N -1.20617 1.79551 -0.08014
C -0.91196 3.03144 0.32924
H -3.04940 5.60678 0.40903
H -1.33024 5.79582 0.04382
H -1.85146 5.36510 1.68794
H -4.02916 3.44584 -0.33338
H -3.06641 0.93270 -0.78224
H 0.05836 3.38168 0.64277
```

***

C22H24AlN6O3S | ωB97M-V/def2-TZVPD

Summary:
HOMO level, eV: -10.377
E_LUMO, eV: -4.1
2S+1: 1
Net charge: +1
HOMO-LUMO gap, eV: 6.3

Structure (XYZ):
```
57
C22H24AlN6O3S | OMol25 | ωB97M-V/def2-TZVPD
Al -0.34431 0.17403 0.15890
O 4.53541 0.85917 -1.33601
C 4.48917 -0.47031 -1.49370
C 5.53287 -1.17441 -2.16079
C 5.55014 -2.54764 -2.21058
C 4.44010 -3.25736 -1.67945
C 3.33521 -2.61657 -1.15351
C 3.34043 -1.20737 -1.07728
C 2.19963 -0.46857 -0.57228
O 1.06808 -1.04805 -0.31078
N 2.30303 0.84947 -0.35993
N 1.19748 1.39538 0.19595
C 1.07680 2.63554 0.64429
C -0.25708 2.94122 1.12546
C -0.70686 4.22632 1.58334
C -2.00360 4.34575 2.09044
C -2.84503 3.21304 2.00530
C -2.38224 2.00772 1.44923
N -1.13615 1.89773 1.01237
H 3.60611 1.21973 -0.87951
H 6.35742 -0.61053 -2.58400
H 6.36442 -3.11212 -2.65748
H 4.47760 -4.35351 -1.69300
H 2.49998 -3.20236 -0.84193
H 1.86404 3.38874 0.61677
H -0.00613 5.04634 1.66366
H -2.42648 5.27835 2.47495
H -3.88177 3.26981 2.36342
H -3.00046 1.13120 1.28870
C -2.21289 -2.32301 5.43668
C -1.49620 -1.70292 4.28783
C -0.38195 -0.85532 4.44383
C 0.22764 -0.38466 3.31343
N -0.30688 -0.62495 2.09922
C -1.44158 -1.36791 1.99252
S -2.21728 -1.33193 0.37871
N -2.02496 -1.88875 3.05118
H -1.68480 -2.23683 6.37266
H -2.38555 -3.37182 5.22042
H -3.21144 -1.87352 5.57195
H 0.02427 -0.65837 5.43603
H 1.11666 0.25012 3.34148
C -3.30267 1.13867 -2.61454
N -2.41310 0.04467 -3.04645
C -2.79380 -0.85041 -4.15334
C -1.16050 0.01745 -2.61385
C -0.07388 -0.71961 -3.31729
O -0.80795 0.65781 -1.56186
H -4.07459 1.28357 -3.39353
H -2.76408 2.09638 -2.47829
H -3.80950 0.87260 -1.70399
H -3.87662 -0.72667 -4.34757
H -2.59011 -1.87082 -3.87621
H -2.21536 -0.59800 -5.06387
H -0.38678 -1.11156 -4.28917
H 0.20596 -1.58018 -2.69905
H 0.81013 -0.09478 -3.44947
```

***

C22H24B2F4IN6O6Ru | ωB97M-V/def2-TZVPD

Summary:
HOMO level (alpha / beta), eV: -14.625 / -14.699
E_LUMO (alpha / beta), eV: -9.1 / -9.3
2S+1: 2
<S²>: 1.1963
Net charge: +2
HOMO-LUMO gap (alpha / beta), eV: 5.5 / 5.4

Structure (XYZ):
```
66
C22H24B2F4IN6O6Ru | OMol25 | ωB97M-V/def2-TZVPD
Ru -0.12837 -0.22767 -0.02011
C -1.06779 2.61878 -1.48905
C 0.06679 1.65478 -1.18855
N 1.37339 -0.23285 -2.01894
O 0.76316 -0.97595 -3.02852
B 0.60514 -3.11274 -2.95190
F 1.31485 -3.40543 -4.00256
F -0.71902 -3.02950 -3.12348
O 1.15494 -3.15836 -1.72387
N 0.46792 -2.65251 -0.63922
C 0.28292 -3.45917 0.34828
C 0.73212 -4.86845 0.36668
C -0.24643 -2.83787 1.55500
N -0.47982 -1.55891 1.49950
O -0.58179 -0.89842 2.64746
B 0.88871 -0.49789 3.11297
F 0.96862 -0.53930 4.42959
F 1.72840 -1.35698 2.43548
O 1.08621 0.86531 2.56918
N 0.93139 0.98309 1.24070
C 1.41724 2.08451 0.71826
C 2.28762 3.00745 1.47067
C -0.34505 -3.57688 2.82810
H -1.88846 2.13017 -2.01189
H -0.70452 3.44257 -2.10828
H -1.44672 3.06127 -0.56732
H 1.06809 -5.17202 -0.62199
H -0.05181 -5.53768 0.71502
H 1.57574 -4.95720 1.05317
H 1.67678 3.55570 2.19224
H 2.78110 3.70834 0.80360
H 3.01425 2.43863 2.04992
H -0.86103 -4.52387 2.68579
H -0.85525 -2.96557 3.57401
H 0.65643 -3.79395 3.21005
C 2.89005 2.28526 -2.65511
C 1.64365 1.81517 -3.27689
N 1.39619 1.95599 -4.49849
C 0.46163 1.34583 -5.26070
C -0.31132 0.34794 -4.78524
C -1.11973 -0.53283 -5.71641
O -0.37107 -0.93272 -6.81435
C -0.23013 0.05776 -3.31156
C -1.55012 -0.35345 -2.71611
N -1.68215 -0.67326 -1.48343
C -2.89602 -1.22088 -1.02649
C -3.50434 -2.26861 -1.72971
C -4.68595 -2.82977 -1.27735
C -5.29928 -2.34412 -0.13102
C -4.72283 -1.29292 0.56716
C -3.52717 -0.74802 0.13324
I -2.72956 0.90911 1.21987
C 0.66114 0.96587 -2.40220
O 1.09389 2.39970 -0.51203
H 3.60510 2.54797 -3.43136
H 3.30249 1.50280 -2.01956
H 2.71228 3.16464 -2.03790
H 0.41849 1.65959 -6.29550
H -1.96334 0.03253 -6.12690
H -1.51137 -1.39708 -5.16564
H 0.27515 -1.61420 -6.58581
H -2.39076 -0.43234 -3.40486
H -3.01495 -2.67507 -2.60209
H -5.12487 -3.64499 -1.82939
H -6.22234 -2.77276 0.22962
H -5.20222 -0.89167 1.44730
```